# 1
ORCA calculation (the ωB97M-V functional and the def2-TZVPD basis) on a molecular structure, C35H33ClN4RuS2Si2 at a distorted geometry.

The calculation puts the HOMO energy (spin up / spin down) at -7.1631 / -9.8068 eV. As for the net charge: +1. As for the HOMO-LUMO gap (spin up / spin down): 4.59 / 2.93 eV. The total energy comes out at -3502.5126 a.u. The energy above the lowest of the compared OMol25 structures with the same formula, charge and spin comes out at 0.0744 eV. The multiplicity is 6. The calculation puts the largest force on an atom at 0.0933 hartree/bohr.

The geometry in XYZ format:
```
78
Properties=species:S:1:pos:R:3:mulliken_spin:R:1
C -2.913 2.495 2.214 0.10
C -1.631 2.475 2.887 0.03
C -0.736 3.374 2.200 0.02
H -1.390 1.962 3.815 0.00
C -1.473 3.933 1.074 -0.02
C -2.808 3.408 1.114 0.09
H -3.591 3.650 0.408 0.01
H -3.781 1.861 2.447 0.00
H 0.260 3.641 2.539 0.00
H -1.104 4.675 0.362 -0.01
Ru -1.083 1.863 0.900 0.78
Si 0.845 0.850 0.028 0.11
C 2.122 -0.463 0.595 0.24
C 2.700 -1.244 -0.403 0.17
H 2.312 -1.209 -1.422 -0.03
C 3.831 -2.020 -0.143 -0.05
H 4.231 -2.681 -0.916 0.00
C 4.466 -1.909 1.097 0.18
H 5.414 -2.456 1.271 0.00
C 3.914 -1.095 2.090 0.08
H 4.424 -1.013 3.061 0.00
C 2.728 -0.382 1.854 -0.01
H 2.328 0.269 2.638 0.00
C 2.268 1.671 -1.008 0.12
C 3.329 2.358 -0.405 0.04
H 3.255 2.671 0.632 0.00
C 4.524 2.590 -1.101 -0.01
H 5.381 3.043 -0.596 0.00
C 4.621 2.258 -2.463 0.11
H 5.540 2.463 -3.018 0.00
C 3.550 1.640 -3.094 -0.02
H 3.566 1.425 -4.170 0.00
C 2.439 1.268 -2.334 0.09
H 1.685 0.648 -2.811 -0.03
H 0.372 1.477 1.491 0.02
Si -0.201 -2.997 -1.693 0.02
C -0.208 -1.133 -2.220 0.35
C -0.449 0.025 -1.293 -0.14
H -1.243 -0.210 -0.571 0.04
C -0.561 1.347 -1.897 0.42
H -0.704 2.275 -1.235 0.06
C -0.507 1.541 -3.274 -0.07
H -0.446 2.562 -3.674 -0.01
C -0.485 0.418 -4.109 0.38
H -0.547 0.569 -5.190 0.01
C -0.373 -0.873 -3.572 -0.13
H -0.420 -1.724 -4.258 0.01
C 0.268 -3.230 0.112 0.02
C -0.199 -2.384 1.121 0.00
H -0.797 -1.516 0.865 0.04
C 0.168 -2.548 2.461 0.01
H -0.260 -1.909 3.237 0.00
C 1.135 -3.501 2.799 0.00
H 1.505 -3.576 3.830 0.00
C 1.646 -4.330 1.801 0.02
H 2.395 -5.075 2.061 0.00
C 1.202 -4.195 0.485 -0.01
H 1.649 -4.801 -0.293 0.00
H 0.605 -3.716 -2.581 0.00
Cl -2.249 -3.515 -1.748 0.01
N -2.039 -0.625 4.095 0.06
C -2.624 -0.972 2.916 0.12
N -2.587 -0.297 1.786 -0.07
C -3.379 -0.918 0.827 0.11
C -3.775 -2.202 1.181 0.67
S -3.455 -2.524 2.838 0.15
C -3.720 -0.193 -0.379 0.12
C -4.565 -0.590 -1.408 0.58
S -4.713 0.618 -2.616 0.12
C -3.582 1.614 -1.678 0.02
N -3.149 1.053 -0.571 -0.03
N -3.231 2.823 -2.157 0.05
H -2.504 -1.010 4.911 0.01
H -1.877 0.375 4.186 0.00
H -4.275 -2.887 0.499 0.01
H -5.095 -1.538 -1.413 0.01
H -3.670 3.124 -3.018 0.00
H -2.282 3.150 -1.996 0.01
```

***

# 2
ORCA calculation (the ωB97M-V functional and the def2-TZVPD basis) on a molecular structure, C3H8O2Zn at a distorted geometry.

The calculation puts the HOMO energy (spin up / spin down) at -12.7612 / -14.3259 eV. As for the net charge: +1. As for the HOMO-LUMO gap (spin up / spin down): 5.74 / 7.24 eV. The total energy comes out at -2048.4648 a.u. The energy above the lowest of the compared OMol25 structures with the same formula, charge and spin comes out at 1.8897 eV. The multiplicity is 2. The calculation puts the largest force on an atom at 0.0354 hartree/bohr.

The geometry in XYZ format:
```
14
Properties=species:S:1:pos:R:3:nbo_charge:R:1
H -1.781 3.417 1.793 0.02
O -1.109 1.409 0.937 -0.93
C 0.029 1.500 0.112 -0.12
C 0.714 0.146 -0.014 -0.11
O -0.299 -0.828 -0.315 -0.69
C 0.206 -2.121 -0.639 -0.26
Zn -1.902 -0.269 0.541 1.63
H 0.750 2.215 0.539 0.22
H -0.244 1.868 -0.891 0.18
H 1.203 -0.148 0.928 0.20
H 1.457 0.153 -0.823 0.22
H -0.652 -2.775 -0.824 0.21
H 0.825 -2.055 -1.543 0.22
H 0.802 -2.511 0.198 0.21
```